{
  "formula": "C4H8Cl3NO",
  "method": "the ωB97M-V functional and the def2-TZVPD basis",
  "smiles": "C/N=C(/Cl)CCl.OCCl",
  "orbital_gap_ev": 10.272,
  "e_above_lowest_ev": 0.8478,
  "total_energy_ev": -45380.8367,
  "homo_ev": -9.89,
  "symbols": ["C", "C", "C", "C", "N", "O", "Cl", "Cl", "Cl", "H", "H", "H", "H", "H", "H", "H", "H"],
  "positions_angstrom": [[1.21, -0.70, 0.96], [1.75, -0.61, -2.22], [-2.01, 0.87, 1.37], [0.64, -0.15, -1.34], [0.24, -0.27, -0.15], [-3.04, 1.71, 1.77], [2.90, 0.78, -2.41], [-2.49, -0.67, 0.59], [-0.73, 0.56, -2.28], [1.89, 0.16, 0.93], [0.54, -0.86, 1.79], [1.76, -1.66, 0.78], [1.42, -0.75, -3.24], [2.24, -1.49, -1.83], [-1.26, 0.47, 2.16], [-1.55, 1.27, 0.50], [-3.50, 1.33, 2.62]],
  "lowdin_charge": [-0.057, -0.548, -0.677, -0.771, -0.103, -0.116, 0.542, 0.529, 0.591, 0.089, 0.046, 0.086, 0.054, 0.077, 0.093, 0.011, 0.155]
}

{
  "formula": "C4H8ClFN2",
  "method": "the ωB97M-V functional and the def2-TZVPD basis",
  "smiles": "N[C@@H]1[C@@H](N)C[C@]1(F)Cl",
  "orbital_gap_ev": 10.434,
  "e_above_lowest_ev": 0.2211,
  "total_energy_ev": -22497.2002,
  "homo_ev": -9.51,
  "symbols": ["C", "C", "C", "C", "H", "H", "H", "H", "H", "H", "H", "H", "N", "N", "F", "Cl"],
  "positions_angstrom": [[-0.87, 0.03, 0.35], [0.21, -0.84, 1.06], [1.11, -0.68, -0.17], [0.24, 0.53, -0.63], [-2.36, -1.30, 0.38], [-2.45, -0.17, -0.87], [-1.21, 0.84, 1.06], [0.66, -0.38, 1.90], [-0.01, -1.95, 1.26], [0.06, 0.42, -1.67], [1.66, 2.04, -0.75], [0.18, 2.55, -0.42], [-1.84, -0.76, -0.33], [0.82, 1.80, -0.22], [0.97, -1.72, -1.03], [2.84, -0.40, 0.07]],
  "lowdin_charge": [-0.353, -0.090, -0.836, -0.315, 0.094, 0.078, 0.150, 0.094, 0.147, 0.131, 0.069, 0.069, 0.050, 0.036, -0.003, 0.679]
}

{
  "formula": "C4H8ClFSi",
  "method": "the ωB97M-V functional and the def2-TZVPD basis",
  "orbital_gap_ev": [9.074, 6.379],
  "e_above_lowest_ev": 4.7865,
  "total_energy_ev": -27391.7631,
  "homo_ev": [-9.58, -7.46],
  "symbols": ["C", "C", "C", "C", "F", "Si", "Cl", "H", "H", "H", "H", "H", "H", "H", "H"],
  "positions_angstrom": [[-3.64, 1.54, 0.42], [-2.51, 0.93, 0.59], [0.82, -1.56, 0.95], [2.22, 0.09, -1.50], [2.95, 0.64, 1.07], [1.54, 0.05, 0.25], [-1.86, -0.45, -0.16], [-4.36, 1.27, -0.27], [-3.93, 2.56, 0.95], [1.61, -2.40, 1.28], [0.18, -1.31, 1.86], [0.21, -1.88, 0.11], [2.07, 1.25, -1.67], [3.17, -0.35, -1.69], [1.55, -0.38, -2.20]],
  "lowdin_charge": [-0.131, -0.538, -0.313, -0.239, -0.299, 0.618, 0.652, 0.017, 0.107, 0.079, 0.030, -0.058, 0.063, 0.013, 0.000]
}

{
  "formula": "C4H8ClFSi",
  "method": "the ωB97M-V functional and the def2-TZVPD basis",
  "orbital_gap_ev": [5.603, 7.526],
  "e_above_lowest_ev": 0.2478,
  "total_energy_ev": -27390.2392,
  "homo_ev": [-4.74, -10.18],
  "spin_multiplicity": 3,
  "symbols": ["C", "C", "C", "C", "F", "Si", "Cl", "H", "H", "H", "H", "H", "H", "H", "H"],
  "positions_angstrom": [[-0.61, 0.22, 2.81], [-1.34, -0.07, 1.79], [1.09, 1.15, -0.54], [-1.36, -0.92, -1.49], [-1.74, 1.60, -1.00], [-0.63, 0.48, -0.58], [-2.82, -1.02, 1.93], [-1.00, 0.13, 3.80], [0.08, 0.96, 2.57], [1.13, 1.92, 0.28], [1.99, 0.42, -0.20], [1.46, 1.74, -1.41], [-2.20, -0.45, -2.09], [-0.63, -1.22, -2.20], [-1.55, -1.78, -1.01]],
  "lowdin_spin": [0.075, 0.746, 0.142, 0.105, 0.078, 0.515, 0.246, 0.018, 0.013, 0.006, 0.000, 0.033, 0.006, 0.011, 0.004]
}

{
  "formula": "C4H8ClN",
  "method": "the ωB97M-V functional and the def2-TZVPD basis",
  "orbital_gap_ev": [9.570, 7.584],
  "e_above_lowest_ev": 3.4155,
  "total_energy_ev": -18286.3564,
  "homo_ev": [-8.96, -7.65],
  "symbols": ["C", "C", "C", "C", "N", "Cl", "H", "H", "H", "H", "H", "H", "H", "H"],
  "positions_angstrom": [[0.85, 0.24, -0.72], [1.90, 0.39, -1.74], [-1.10, -0.95, 1.45], [-1.89, 0.15, 0.88], [-0.28, 0.76, -0.87], [-1.82, 1.63, 1.75], [1.33, -0.28, 0.15], [2.65, 1.11, -1.26], [1.34, 0.86, -2.56], [2.30, -0.52, -1.97], [-0.07, -0.63, 1.32], [-1.25, -0.99, 2.47], [-1.32, -1.89, 0.97], [-2.64, 0.12, 0.11]],
  "lowdin_charge": [-0.391, -0.096, -0.191, -0.605, 0.138, 0.600, 0.111, 0.112, 0.078, 0.035, 0.031, 0.043, 0.086, 0.049]
}

{
  "formula": "C4H8ClN",
  "method": "the ωB97M-V functional and the def2-TZVPD basis",
  "orbital_gap_ev": 10.199,
  "e_above_lowest_ev": 3.4060,
  "total_energy_ev": -18286.3659,
  "homo_ev": -9.47,
  "symbols": ["C", "C", "C", "C", "N", "Cl", "H", "H", "H", "H", "H", "H", "H", "H"],
  "positions_angstrom": [[0.72, -0.17, -0.88], [-1.06, -0.38, 0.22], [1.70, -0.82, 0.01], [-1.45, 0.88, 1.01], [1.20, 0.29, -2.01], [0.08, 1.07, -3.11], [-0.66, -1.12, 0.92], [-1.91, -0.56, -0.32], [2.72, -0.74, -0.42], [1.37, -1.84, 0.10], [1.73, -0.26, 0.87], [-2.29, 0.70, 1.62], [-1.58, 1.69, 0.28], [-0.57, 1.27, 1.71]],
  "lowdin_charge": [-0.283, -0.054, -0.105, -0.149, -0.393, 0.463, 0.065, 0.028, 0.095, 0.075, 0.046, 0.039, 0.066, 0.108]
}

{
  "formula": "C4H8ClN2",
  "method": "the ωB97M-V functional and the def2-TZVPD basis",
  "orbital_gap_ev": [6.819, 7.792],
  "e_above_lowest_ev": 7.5468,
  "total_energy_ev": -19766.7876,
  "total_charge": 1,
  "homo_ev": [-13.27, -13.85],
  "symbols": ["C", "C", "C", "C", "N", "N", "Cl", "H", "H", "H", "H", "H", "H", "H", "H"],
  "positions_angstrom": [[1.09, 0.57, 0.37], [-2.11, -0.40, 0.06], [2.56, 0.33, 0.04], [-2.57, -1.69, -0.32], [0.53, -0.52, 0.43], [0.83, 1.86, 0.46], [-3.04, 0.85, 0.46], [3.35, 0.23, 0.79], [2.85, 1.08, -0.72], [2.69, -0.66, -0.66], [-2.46, -1.99, -1.43], [-1.67, -2.33, -0.24], [-3.56, -2.04, 0.02], [1.55, 2.55, 0.70], [-0.05, 2.18, 0.04]],
  "lowdin_charge": [-0.618, -0.496, -0.029, -0.144, 0.279, 0.144, 0.889, 0.086, 0.095, 0.143, 0.171, 0.109, 0.111, 0.138, 0.122]
}

{
  "formula": "C4H8ClN3",
  "method": "the ωB97M-V functional and the def2-TZVPD basis",
  "orbital_gap_ev": 10.281,
  "e_above_lowest_ev": 5.3015,
  "total_energy_ev": -21265.1493,
  "homo_ev": -9.49,
  "symbols": ["C", "C", "C", "C", "H", "H", "H", "H", "H", "H", "H", "H", "N", "N", "N", "Cl"],
  "positions_angstrom": [[-0.66, 1.08, 0.93], [-0.74, -0.01, -0.05], [-0.33, -2.02, 0.16], [0.48, -0.75, -0.59], [1.46, 2.62, 2.51], [-0.04, 2.18, 3.04], [-1.64, 0.81, 1.92], [-1.61, 0.06, -0.86], [-1.91, -1.41, 1.38], [-1.07, -2.56, -0.60], [0.39, -2.65, 0.71], [1.34, -0.46, 0.06], [0.43, 2.74, 2.14], [0.33, 1.82, 0.93], [-0.93, -1.04, 0.98], [0.69, -0.77, -2.31]],
  "lowdin_charge": [-0.249, -0.414, -0.211, -0.655, 0.083, 0.105, 0.211, 0.173, 0.175, 0.143, 0.100, 0.116, -0.060, -0.025, -0.121, 0.629]
}